# C28H73N3O9S

A cluster of 8 separate species, C28H73N3O9S in total (ωB97M-V/def2-TZVPD, the OMol25 dataset).

Geometry as XYZ:
```
114
C28H73N3O9S, DFT ωB97M-V/def2-TZVPD
C 4.0497 -0.6788 -3.0116
C 5.0073 -0.5881 -4.1621
C 4.5175 -1.3347 -5.5153
O 5.2245 0.8758 -4.4499
H 4.2864 -1.5415 -2.3888
H 3.0235 -0.7173 -3.3770
H 4.0568 0.1393 -2.2914
H 6.0253 -0.8303 -3.8571
H 5.2738 -1.0385 -6.2423
H 3.5517 -1.0266 -5.9157
H 4.3965 -2.4125 -5.4066
H 5.0375 1.0604 -5.3732
C 5.1700 1.1540 1.1014
C 5.7163 -0.0972 1.8611
C 6.9424 0.1579 2.7646
O 4.6532 -0.7270 2.6100
H 4.7789 0.8651 0.1259
H 5.7849 2.0540 1.0895
H 4.2338 1.4966 1.5421
H 5.8751 -0.9586 1.2123
H 7.3996 -0.8063 2.9866
H 6.4763 0.4796 3.6960
H 7.6878 0.8625 2.3959
H 3.8366 -0.7127 2.1054
C -1.8619 -2.6578 3.6906
C -1.3852 -3.6571 4.7777
C -2.1183 -3.8591 6.0948
O -1.1473 -4.8668 4.0614
H -1.1061 -1.8777 3.7825
H -2.9254 -2.4316 3.7668
H -1.6975 -2.8903 2.6385
H -0.3628 -3.4209 5.0727
H -3.0285 -4.4075 5.8524
H -2.4839 -2.9754 6.6178
H -1.4211 -4.4529 6.6859
H -1.9609 -5.1855 3.6638
C 3.2341 1.4834 5.8216
C 2.1530 0.4802 6.3865
C 1.5440 -0.2937 5.1466
O 2.6937 -0.5493 7.1851
H 3.9225 1.9777 6.5070
H 2.7502 2.3258 5.3274
H 3.7723 1.0394 4.9842
H 1.4102 0.9614 7.0227
H 0.7857 -1.0454 5.3660
H 2.3864 -0.7548 4.6310
H 1.1035 0.3137 4.3559
H 3.3429 -1.1002 6.7417
C -0.8995 4.8073 -0.7798
C -0.2734 5.6847 0.2886
C -1.1611 6.2010 1.3833
O -2.1916 6.8015 0.6449
C -3.4312 6.6286 1.3612
N 0.8599 4.9305 0.7890
H -1.2897 5.3385 -1.6479
H -1.6833 4.2302 -0.2891
H -0.1173 4.1293 -1.1213
H 0.1964 6.5421 -0.1932
H -0.6429 6.8626 2.0774
H -1.5016 5.3856 2.0214
H -4.1090 6.4487 0.5267
H -3.7380 7.4775 1.9723
H -3.5860 5.7393 1.9721
H 1.5961 5.5253 1.1416
H 1.3648 4.4351 0.0681
C -1.2919 -5.3436 0.3132
C -2.7759 -5.1388 0.6150
C -3.7044 -5.5269 -0.4629
O -4.9505 -5.8386 0.0304
C -5.8814 -6.5736 -0.7327
N -2.9698 -6.0018 1.7818
H -0.9692 -4.8043 -0.5774
H -1.0700 -6.3739 0.0351
H -0.5863 -5.1158 1.1121
H -2.9183 -4.1695 1.0929
H -3.2252 -6.3548 -0.9854
H -3.9187 -4.7562 -1.2033
H -5.6123 -6.4462 -1.7813
H -6.8671 -6.2727 -0.3779
H -5.9511 -7.5675 -0.2907
H -2.6221 -6.9324 1.5997
H -3.9404 -6.2233 1.6120
C -2.1514 1.8053 -4.7120
C -2.9310 3.0267 -5.1207
C -3.7232 2.6904 -6.4488
O -2.8150 2.4671 -7.5469
C -3.4098 1.8488 -8.6171
N -3.6842 3.4951 -3.9863
H -2.8988 1.0185 -4.8137
H -1.6783 1.9351 -3.7386
H -1.4544 1.6043 -5.5255
H -2.1558 3.7720 -5.2988
H -4.3142 3.5652 -6.7200
H -4.4520 1.8914 -6.3129
H -3.9846 2.6449 -9.0904
H -4.1086 1.0629 -8.3304
H -2.5611 1.5730 -9.2429
H -3.2191 3.7534 -3.1277
H -4.0730 4.4133 -4.1471
C -0.2677 1.0793 -1.2359
C -0.6887 -0.4219 -1.3520
C 0.3584 -1.2599 -0.6194
S 0.8523 -0.2171 0.8414
O 2.3354 -0.5204 1.0254
O -0.2064 -0.4529 1.8830
C 0.5639 1.4249 0.0442
H -1.0938 1.7802 -1.3564
H 0.4419 1.3926 -2.0017
H -0.8166 -0.6167 -2.4168
H -1.6829 -0.5302 -0.9184
H 1.2339 -1.3771 -1.2581
H 0.0012 -2.1456 -0.0941
H 1.5820 1.6384 -0.2814
H 0.2591 2.1007 0.8433
```

Calculated values
Total energy: -63945.5783 eV
Relative energy (zero: lowest compared OMol25 entry of this formula, charge and spin): 4.164 eV
Multiplicity: 1
SMILES: O=S1(=O)CCCC1.COC[C@H](C)N.COC[C@H](C)N.COC[C@H](C)N.CC(C)O.CC(C)O.CC(C)O.CC(C)O
E_LUMO: 0.234 eV
Gap between HOMO and LUMO: 9.3 eV